The following is a quantum chemistry calculation of 2 unconnected molecules or ions with the total composition C5H7N2 in a non-equilibrium geometry, from OMol25.

XYZ file:
```
14
Properties=species:S:1:pos:R:3:forces:R:3
C 0.640568 0.694963 1.880270 0.2 0.4 0.4
C 1.088472 -0.227189 2.508437 -0.7 -0.4 0.9
C -1.289981 0.430737 -1.040899 -0.5 -3.3 3.4
C 0.593291 -0.778117 -0.667723 -0.1 -0.4 0.6
C 0.956864 0.392005 -1.481925 0.8 0.0 -0.4
N -0.828078 -0.676173 -0.465817 -2.4 1.7 -0.2
N -0.219544 1.016588 -1.623757 -1.0 -1.0 0.9
H 0.304598 1.579630 1.361033 0.3 -0.4 0.3
H -2.346877 0.765341 -0.764055 1.6 -0.1 -1.3
H 0.679942 -1.735818 -1.139341 1.0 -0.6 -0.7
H 1.113619 -0.837880 0.333050 -0.3 0.3 -1.1
H 1.240197 -1.061896 3.204906 0.2 0.8 -0.8
H -1.427008 -1.348803 0.011250 0.2 0.3 0.0
H -0.506062 1.786612 -2.115430 0.7 2.8 -1.9
```
Positions in Å, forces in eV/Å.

As for the calculated total energy: -8266.528 eV. The lowest unoccupied orbital energy is -5.485 eV. The energy above the lowest of the compared OMol25 structures with the same formula, charge and spin comes out at 144.1 kcal per mole. The total charge is +1. Its molar mass is 95.12 g mol⁻¹. As for the frontier orbital gap: 8.66 eV. Its multiplicity is 1.



The following is a quantum chemistry calculation of a gas-phase ion, C5H7N2 (charge +1) in a non-equilibrium geometry, from OMol25.

XYZ file:
```
14
Properties=species:S:1:pos:R:3:forces:R:3
C -0.155350 1.912010 -0.135927 3.3 -1.2 1.0
N 0.951532 1.610262 0.136569 -3.3 2.9 -0.5
C 1.609618 0.394752 0.064313 -0.2 -1.6 3.6
C 0.566779 -0.622876 -0.578020 -0.1 -1.0 1.5
N -0.790214 -0.263142 -0.406975 -0.2 1.5 -1.5
C -1.714235 0.120402 0.637848 1.8 0.0 -2.1
C -1.270339 1.106749 -0.466122 -4.4 -0.1 -2.1
H 1.984448 0.255859 1.136635 -0.6 -0.6 -1.4
H 2.450413 0.549807 -0.479580 2.7 -0.2 -2.0
H 0.835454 -0.763948 -1.588803 -0.2 0.7 -1.6
H 0.566256 -1.689061 -0.295427 0.8 0.5 1.1
H -1.323249 0.308726 1.586982 0.1 0.1 1.7
H -2.582111 -0.425379 0.390616 -1.4 0.0 0.8
H -2.029460 1.500956 -1.275200 1.7 -1.0 1.7
```
Positions in Å, forces in eV/Å.

The SMILES is C1#[N+]CCN2C[C@@H]12. As for the calculated total energy: -8266.870 eV. The lowest unoccupied orbital energy is -6.461 eV. The energy above the lowest of the compared OMol25 structures with the same formula, charge and spin comes out at 136.2 kcal per mole. The total charge is +1. Its molar mass is 95.12 g mol⁻¹. As for the frontier orbital gap: 8.43 eV. Its multiplicity is 1.



The following is a quantum chemistry calculation of a gas-phase ion, C5H7N2 (charge +1) in a non-equilibrium geometry, from OMol25.

XYZ file:
```
14
Properties=species:S:1:pos:R:3:forces:R:3
N 1.929780 -0.618937 0.161567 2.2 -2.4 0.4
C 1.273591 0.600360 -0.029433 -0.4 -2.3 -2.3
C -0.168098 0.277372 -0.158694 -0.9 0.4 0.7
C -0.848557 -0.950191 0.375130 -0.2 0.9 -0.2
N -2.185491 -0.660713 0.288463 -0.5 -2.2 0.2
C -2.193238 0.608228 -0.117625 -3.6 0.7 0.7
C -1.152808 1.251840 -0.568016 2.0 -1.8 -0.4
H 1.903380 -1.230281 -0.667348 0.5 0.5 0.8
H 2.878365 -0.577745 0.620572 -1.6 -0.1 -1.0
H 1.627213 1.065050 -0.937346 -0.3 0.7 -0.7
H 1.561586 1.199880 0.729432 0.2 2.4 2.7
H -0.505704 -1.863793 0.896500 0.1 1.0 -0.5
H -3.056980 -1.279743 0.472138 2.2 1.5 -0.3
H -1.063045 2.178674 -1.065339 0.3 0.8 -0.1
```
Positions in Å, forces in eV/Å.

The SMILES is NCC1=C[NH+]=C=C1. As for the calculated total energy: -8266.684 eV. The lowest unoccupied orbital energy (spin up / spin down) is -5.844 / -7.318 eV. The energy above the lowest of the compared OMol25 structures with the same formula, charge and spin comes out at 140.5 kcal per mole. The total charge is +1. Its molar mass is 95.12 g mol⁻¹. As for the frontier orbital gap (spin up / spin down): 7.86 / 6.22 eV. Its multiplicity is 1.



What did the first record say?
The following is a quantum chemistry calculation of 2 unconnected molecules or ions with the total composition C5H7N2 in a non-equilibrium geometry, from OMol25.

XYZ file:
```
14
Properties=species:S:1:pos:R:3:forces:R:3
C 0.640568 0.694963 1.880270 0.2 0.4 0.4
C 1.088472 -0.227189 2.508437 -0.7 -0.4 0.9
C -1.289981 0.430737 -1.040899 -0.5 -3.3 3.4
C 0.593291 -0.778117 -0.667723 -0.1 -0.4 0.6
C 0.956864 0.392005 -1.481925 0.8 0.0 -0.4
N -0.828078 -0.676173 -0.465817 -2.4 1.7 -0.2
N -0.219544 1.016588 -1.623757 -1.0 -1.0 0.9
H 0.304598 1.579630 1.361033 0.3 -0.4 0.3
H -2.346877 0.765341 -0.764055 1.6 -0.1 -1.3
H 0.679942 -1.735818 -1.139341 1.0 -0.6 -0.7
H 1.113619 -0.837880 0.333050 -0.3 0.3 -1.1
H 1.240197 -1.061896 3.204906 0.2 0.8 -0.8
H -1.427008 -1.348803 0.011250 0.2 0.3 0.0
H -0.506062 1.786612 -2.115430 0.7 2.8 -1.9
```
Positions in Å, forces in eV/Å.

As for the calculated total energy: -8266.528 eV. The lowest unoccupied orbital energy is -5.485 eV. The energy above the lowest of the compared OMol25 structures with the same formula, charge and spin comes out at 144.1 kcal per mole. The total charge is +1. Its molar mass is 95.12 g mol⁻¹. As for the frontier orbital gap: 8.66 eV. Its multiplicity is 1.